1.
Formula: C18H11AuFNO2
Source: OMol25
Level of theory: ωB97M-V/def2-TZVPD

Cartesian coordinates (Å):
1 Au 0.7869 0.5997 -2.5395
2 O -1.3085 -0.8223 -5.6815
3 C -0.9203 -0.4780 -4.5942
4 O 0.0847 0.3387 -4.3918
5 C -1.6355 -0.9509 -3.3425
6 C -2.7307 -1.8252 -3.4454
7 C -3.3483 -2.2314 -2.3022
8 C -2.8828 -1.7782 -1.0467
9 C -3.4798 -2.1719 0.1744
10 C -2.9889 -1.7116 1.3605
11 C -1.8797 -0.8374 1.3787
12 C -1.2811 -0.4354 0.2198
13 C -1.7757 -0.9015 -1.0172
14 N -1.1921 -0.5098 -2.1881
15 H -3.0317 -2.1410 -4.4337
16 H -4.1963 -2.9045 -2.3360
17 H -4.3285 -2.8438 0.1468
18 H -3.4461 -2.0158 2.2924
19 H -1.4947 -0.4833 2.3261
20 H -0.4256 0.2259 0.2292
21 F 2.0282 -0.9495 -2.8178
22 C 1.5576 1.0380 -0.8130
23 C 2.0333 1.3039 0.2641
24 C 2.6119 1.6572 1.5292
25 C 3.5628 0.8229 2.1191
26 C 4.1115 1.1549 3.3466
27 C 3.7228 2.3204 3.9929
28 C 2.7817 3.1562 3.4077
29 C 2.2247 2.8277 2.1829
30 H 3.8651 -0.0788 1.6035
31 H 4.8484 0.5038 3.7983
32 H 4.1548 2.5786 4.9510
33 H 2.4803 4.0678 3.9070
34 H 1.4918 3.4747 1.7196

Results
Highest occupied orbital energy (alpha / beta), eV: -8.876 / -8.877
Multiplicity: 1
Total charge: 0
HOMO-LUMO gap (alpha / beta), eV: 5.9260 / 5.9171
Energy relative to the best compared isomer or geometry (same formula, charge and spin), kJ/mol: 201.58
Strongest force on any atom, eV/A: 0.8

---

2.
Formula: C11H11NO3
Source: OMol25
Level of theory: ωB97M-V/def2-TZVPD

Cartesian coordinates (Å):
1 C -0.2224 -1.5162 -2.4427
2 C 0.2483 -1.8180 -1.2229
3 C -0.7282 -0.1969 -2.7802
4 C 0.6044 -0.7814 -0.1958
5 C -0.4176 0.8244 -1.9452
6 C 0.2604 0.6270 -0.7553
7 C -0.6313 2.2891 -2.1988
8 C -0.9804 -1.9356 1.4222
9 C 0.0173 -1.1226 1.1486
10 C 0.4731 1.8899 -0.2205
11 C 0.4769 -0.1993 3.4718
12 N -0.0662 2.8616 -1.0511
13 O -1.0589 2.8121 -3.2047
14 O 1.1813 2.3994 0.8329
15 O 0.6514 -0.2967 2.0264
16 H -0.3138 -2.3694 -3.1619
17 H 0.5988 -2.7025 -0.9654
18 H -1.2066 -0.0238 -3.6341
19 H 1.6465 -0.8137 0.1141
20 H -1.4148 -2.0240 2.3032
21 H -1.3613 -2.6232 0.7162
22 H -0.6849 -0.2336 3.5490
23 H 0.8247 0.6855 3.8155
24 H 0.8827 -1.1043 4.0607
25 H -0.3590 3.8098 -0.8352
26 H 1.5794 1.5624 1.1533

Results
Highest occupied orbital energy, eV: -7.332
Multiplicity: 1
SMILES: C=C(OC)[C@H]1C=CC=C2C(=O)NC(O)=C21
Total charge: 0
HOMO-LUMO gap, eV: 7.2121
Energy relative to the best compared isomer or geometry (same formula, charge and spin), kJ/mol: 356.12
Strongest force on any atom, eV/A: 6.8

---

3.
Formula: C4H13N2O
Source: OMol25
Level of theory: ωB97M-V/def2-TZVPD

Cartesian coordinates (Å):
1 C 0.0476 -0.2505 -0.8559
2 C -1.1481 0.5524 -0.2990
3 C -0.6583 1.4417 0.8027
4 C -1.0259 2.7935 0.8181
5 N -0.0679 0.9064 1.9669
6 N 0.5480 -1.3015 0.0950
7 H 0.8921 0.4384 -0.9808
8 H -0.0756 -0.7557 -1.8129
9 H -1.9625 -0.1252 -0.0160
10 H -1.5184 1.1978 -1.0987
11 H -1.2711 3.1835 1.8036
12 H -0.8493 3.3928 -0.0714
13 H 0.4617 1.6320 2.4362
14 H -0.8139 0.6252 2.6175
15 H 1.3661 -1.8433 -0.2508
16 H -0.1966 -2.0079 0.1475
17 H 0.6581 -0.9553 1.0543
18 H 2.1543 -3.6860 -1.9224
19 H 1.8726 -2.3489 -2.5798
20 O 1.5871 -2.8896 -1.8540

Results
Highest occupied orbital energy (alpha / beta), eV: -19.088 / -19.092
Multiplicity: 2
Total charge: +2
HOMO-LUMO gap (alpha / beta), eV: 9.7237 / 7.1472
<S²>: 0.753
Energy relative to the best compared isomer or geometry (same formula, charge and spin), kJ/mol: 179.51
Strongest force on any atom, eV/A: 2.3

---

4.
Formula: C8H12N7ReS2
Source: OMol25
Level of theory: ωB97M-V/def2-TZVPD

Cartesian coordinates (Å):
1 Re 0.2097 -0.0551 0.8082
2 N 3.2476 2.6084 -0.8492
3 C 2.1529 2.1147 -0.3041
4 S 1.6168 0.4624 -0.8643
5 N 1.4556 2.7479 0.5815
6 N 0.3693 2.0357 0.9971
7 C -0.6535 2.6942 1.4140
8 C -1.8758 1.9181 1.5396
9 C -3.1042 2.4484 1.8412
10 C -4.2336 1.6261 1.7724
11 C -4.0903 0.3005 1.3978
12 C -2.8282 -0.1855 1.1077
13 N -1.7371 0.6021 1.1907
14 H 3.7324 2.1518 -1.6075
15 H 3.5832 3.5208 -0.5639
16 H -0.6101 3.7731 1.5200
17 H -3.1853 3.4954 2.1051
18 H -5.2137 2.0304 1.9936
19 H -4.9455 -0.3557 1.3090
20 H -2.6819 -1.2117 0.7973
21 N 0.4035 -0.7391 2.9900
22 N 0.2622 -2.1318 3.1839
23 C 0.3231 -2.9710 2.1534
24 N 0.3144 -4.2625 2.3268
25 S 0.4283 -2.3389 0.5139
26 H 1.3513 -0.4692 3.2773
27 H -0.2450 -0.2587 3.6168
28 H 0.2293 -2.4694 4.1417
29 H 0.2931 -4.7074 3.2392
30 H 0.3498 -4.8860 1.5271

Results
Highest occupied orbital energy (alpha / beta), eV: -18.605 / -18.639
Multiplicity: 2
Total charge: +3
HOMO-LUMO gap (alpha / beta), eV: 5.3351 / 5.7598
<S²>: 0.881
Energy relative to the best compared isomer or geometry (same formula, charge and spin), kJ/mol: 39.20
Strongest force on any atom, eV/A: 1.4

---

5.
Formula: C50H98N8O5
Source: OMol25
Level of theory: ωB97M-V/def2-TZVPD

Cartesian coordinates (Å):
1 C 0.1072 -4.4783 -3.0233
2 C 1.5972 -4.1317 -3.2275
3 N 2.0882 -3.8343 -1.8809
4 C 2.9234 -4.9344 -1.3855
5 C 3.0208 -5.0366 0.1433
6 C 2.8331 -2.5964 -1.6929
7 C 2.2803 -1.3617 -2.4209
8 H -0.4849 -4.5087 -3.9433
9 H -0.3677 -3.6806 -2.4500
10 H -0.0555 -5.4216 -2.4973
11 H 2.0822 -4.9307 -3.7907
12 H 1.5449 -3.2383 -3.8499
13 H 2.5502 -5.8954 -1.7546
14 H 3.8855 -4.8792 -1.9166
15 H 2.1312 -5.4147 0.6476
16 H 3.8912 -5.6457 0.3815
17 H 3.1265 -4.0467 0.5942
18 H 3.9164 -2.5774 -1.8659
19 H 2.6566 -2.3236 -0.6474
20 H 1.2027 -1.2669 -2.2632
21 H 2.3448 -1.4338 -3.5120
22 H 2.8418 -0.4622 -2.1779
23 C -1.0501 0.7399 -3.8275
24 C -2.2491 -0.1718 -4.0872
25 N -2.7511 -0.2740 -5.4702
26 C -3.5111 0.9192 -5.7483
27 C -3.6034 1.2312 -7.2545
28 C -3.4982 -1.5099 -5.6834
29 C -2.6242 -2.7253 -5.8781
30 H -0.3762 0.6299 -4.6845
31 H -0.4479 0.4019 -2.9863
32 H -1.3053 1.7989 -3.8237
33 H -1.9298 -1.1811 -3.8129
34 H -3.1394 0.0432 -3.4757
35 H -4.5719 0.8230 -5.4481
36 H -3.1759 1.8564 -5.3089
37 H -3.6642 0.4140 -7.9833
38 H -4.5460 1.7148 -7.5290
39 H -2.7000 1.7756 -7.5340
40 H -4.3271 -1.3290 -6.3704
41 H -4.1193 -1.5921 -4.7672
42 H -3.0490 -3.6925 -6.1360
43 H -1.8830 -2.8482 -5.0931
44 H -2.0396 -2.4946 -6.7800
45 C -1.8382 -4.0281 3.4726
46 C -1.2092 -2.9884 4.3909
47 N -0.6410 -3.6051 5.6022
48 C -1.6907 -3.9939 6.5339
49 C -1.1812 -4.9110 7.6383
50 C 0.4793 -2.8134 6.1465
51 C 0.0875 -1.3671 6.4965
52 H -1.1947 -4.9013 3.3926
53 H -1.9073 -3.6063 2.4581
54 H -2.9159 -4.1814 3.5639
55 H -0.4670 -2.4429 3.8141
56 H -2.0390 -2.3831 4.7872
57 H -2.0874 -3.0344 6.9127
58 H -2.4857 -4.4988 5.9872
59 H -1.9141 -4.7991 8.4401
60 H -1.0385 -5.9106 7.2249
61 H -0.2021 -4.7201 8.0802
62 H 1.1905 -2.8386 5.3154
63 H 0.9984 -3.3572 6.9342
64 H 1.0227 -0.8844 6.7931
65 H -0.6267 -1.2388 7.3108
66 H -0.3776 -0.8563 5.6567
67 C 1.9658 2.6418 -2.1382
68 C 1.6319 4.1316 -1.9457
69 N 2.7194 5.0414 -2.3431
70 C 3.1470 4.8229 -3.7196
71 C 4.5476 5.4159 -3.9450
72 C 2.4155 6.4152 -1.9090
73 C 2.6367 6.4769 -0.3801
74 H 3.0101 2.3423 -2.0521
75 H 1.5319 2.1629 -3.0162
76 H 1.4786 2.1707 -1.2778
77 H 0.7270 4.4083 -2.5024
78 H 1.5481 4.2475 -0.8706
79 H 2.4349 5.3155 -4.4015
80 H 3.1523 3.7666 -3.9752
81 H 4.7141 5.3622 -5.0229
82 H 5.3119 4.7886 -3.4795
83 H 4.7160 6.3978 -3.5095
84 H 2.8188 7.2643 -2.4661
85 H 1.3644 6.6996 -2.1037
86 H 3.4953 5.8886 -0.0612
87 H 2.9152 7.4868 -0.0622
88 H 1.7237 6.1753 0.1240
89 C -0.3780 4.4252 1.7160
90 C -0.9339 3.5705 0.5648
91 N -2.3846 3.6748 0.5425
92 C -3.0311 3.0788 -0.6404
93 C -2.7727 3.9001 -1.8982
94 C -3.1280 3.4922 1.7691
95 C -2.7259 2.2532 2.5824
96 H 0.6779 4.2094 1.8841
97 H -0.9809 4.5019 2.6193
98 H -0.4081 5.4829 1.4206
99 H -0.5158 4.0118 -0.3319
100 H -0.6942 2.5125 0.7440
101 H -2.5926 2.0934 -0.8663
102 H -4.0897 3.0181 -0.4147
103 H -1.7152 4.0903 -2.1199
104 H -3.1307 3.3124 -2.7491
105 H -3.0874 4.9443 -1.9721
106 H -4.1837 3.3408 1.5395
107 H -3.1424 4.4388 2.3214
108 H -2.7985 1.3523 1.9606
109 H -3.3936 2.0842 3.4262
110 H -1.6696 2.2316 2.8573
111 O -0.0174 -1.4199 2.3192
112 C 0.2402 -1.3844 1.1153
113 N -0.2561 -2.3603 0.3013
114 C 0.9817 -0.1973 0.5980
115 H -0.7919 -3.1046 0.7030
116 H 0.2053 -2.4209 -0.5953
117 H 0.5805 0.7250 1.0120
118 H 0.7689 -0.0958 -0.4720
119 H 2.0598 -0.2264 0.7440
120 O -3.7034 -7.0248 0.6782
121 C -2.9101 -6.4770 -0.0774
122 N -3.1904 -6.2002 -1.3505
123 C -1.5978 -5.9510 0.5406
124 H -2.7052 -5.6844 -2.0656
125 H -4.1361 -6.5080 -1.5430
126 H -1.2256 -6.6725 1.2635
127 H -1.7392 -4.9208 0.8361
128 H -0.7722 -6.0592 -0.1776
129 O -3.2297 -3.7823 -3.1334
130 C -3.9362 -3.0846 -2.4346
131 N -5.2972 -3.1121 -2.4622
132 C -3.3293 -2.1258 -1.4341
133 H -5.8465 -3.0106 -1.6219
134 H -5.7213 -3.8418 -3.0226
135 H -2.8417 -2.7749 -0.7089
136 H -4.0980 -1.5161 -0.9486
137 H -2.6917 -1.3247 -1.7938
138 C 3.7504 -0.8833 2.9107
139 C 2.6895 -0.9455 3.8136
140 C 2.0818 0.2306 4.2128
141 C 2.6623 1.4441 3.8815
142 C 3.8181 1.4822 3.1050
143 C 4.3322 0.3069 2.5296
144 C 4.4255 2.7885 2.6922
145 O 5.4580 2.8112 2.0707
146 C 3.7663 4.0598 3.1618
147 C 4.2214 5.2900 2.6859
148 C 3.5681 6.4329 3.1554
149 C 2.5049 6.3661 4.0532
150 C 2.1321 5.1563 4.5546
151 C 2.7593 3.9692 4.1179
152 C 2.1809 2.6829 4.5703
153 O 1.3140 2.6288 5.4140
154 H 4.1926 -1.8283 2.6100
155 H 2.1859 -1.8413 4.1510
156 H 1.2327 0.1599 4.8782
157 H 5.2834 0.3876 2.0230
158 H 4.9915 5.5375 1.9719
159 H 3.9276 7.4309 2.9315
160 H 2.0533 7.2632 4.4571
161 H 1.2251 5.1125 5.1445

Results
Highest occupied orbital energy, eV: -7.646
Multiplicity: 1
SMILES: O=C1c2ccccc2C(=O)c2ccccc21.CCN(CC)CC.CCN(CC)CC.CCN(CC)CC.CCN(CC)CC.CCN(CC)CC.CC(N)=O.CC(N)=O.CC(N)=O
Total charge: 0
HOMO-LUMO gap, eV: 6.8084
Strongest force on any atom, eV/A: 2.8

---

6.
Formula: C10H24F2N4O4S
Source: OMol25
Level of theory: ωB97M-V/def2-TZVPD

Cartesian coordinates (Å):
1 N -2.4687 -4.7714 1.6868
2 C -2.6433 -4.6657 0.1627
3 C -1.2301 -5.1447 -0.5191
4 C -0.3531 -3.9076 -1.1937
5 C 0.9686 -3.5181 -0.2930
6 N 0.6756 -3.2425 1.1661
7 F 1.7229 -3.5292 1.9761
8 S 0.0142 -1.6500 1.4404
9 O 0.9011 -0.4885 0.8819
10 O -0.0902 -1.4235 2.9969
11 F -1.6240 -1.5900 0.8487
12 H -3.2948 -4.3677 2.1856
13 H -1.6022 -4.2830 2.0028
14 H -3.5716 -5.3349 -0.0978
15 H -2.8760 -3.5750 -0.1925
16 H -1.5137 -5.8679 -1.4255
17 H -0.5726 -5.7825 0.2415
18 H -1.0184 -2.9794 -1.5004
19 H 0.0663 -4.3445 -2.2213
20 H 1.6684 -4.4853 -0.3096
21 H 1.6074 -2.6446 -0.7930
22 C -2.9264 2.6736 -2.3322
23 C -1.6905 1.8225 -2.2485
24 O -1.2228 1.2480 -3.2297
25 N -1.0810 1.6945 -1.0356
26 C -1.4689 2.2822 0.2243
27 H -3.2974 2.6790 -3.3612
28 H -3.7070 2.2640 -1.6856
29 H -2.6925 3.7019 -2.0439
30 H -0.2557 1.1064 -1.0594
31 H -0.6394 2.8981 0.5808
32 H -1.6458 1.4718 0.9361
33 H -2.3668 2.8945 0.1394
34 C 3.1628 4.4405 2.1985
35 C 2.1849 4.4479 1.0572
36 O 0.9855 4.6607 1.2233
37 N 2.6619 4.2085 -0.1975
38 C 4.0221 3.9396 -0.5987
39 H 2.6344 4.6464 3.1339
40 H 3.6368 3.4585 2.2784
41 H 3.9173 5.2176 2.0496
42 H 1.9438 4.2300 -0.9126
43 H 4.3222 4.7078 -1.3159
44 H 4.0441 2.9629 -1.0888
45 H 4.7128 3.9392 0.2448

Results
Highest occupied orbital energy, eV: -9.067
Multiplicity: 1
SMILES: NCCCCN(F)S(=O)(=O)F.CNC(C)=O.CNC(C)=O
Total charge: 0
HOMO-LUMO gap, eV: 7.0762
Strongest force on any atom, eV/A: 9.5

---

7.
Formula: C4H14AgF6N5O9S2
Source: OMol25
Level of theory: ωB97M-V/def2-TZVPD

Cartesian coordinates (Å):
1 Ag 21.6855 20.0947 3.9077
2 C 19.6603 16.6040 3.5101
3 F 19.6749 17.2920 2.4108
4 F 18.8493 17.2633 4.3996
5 F 19.1795 15.3799 3.3853
6 S 21.3770 16.5551 4.2311
7 O 21.4265 15.4412 5.1434
8 O 22.2869 16.4981 3.0864
9 N 21.4364 18.1559 4.9291
10 S 21.9716 17.9796 6.4552
11 O 23.1575 17.1284 6.5562
12 O 22.2320 19.3156 7.0031
13 C 20.4072 17.3017 7.4255
14 F 19.9474 16.1604 7.0135
15 F 20.7640 17.1929 8.7180
16 F 19.4940 18.2062 7.2758
17 O 23.8093 19.8737 4.5537
18 H 24.3089 20.6877 4.4908
19 H 24.2408 19.3806 5.2516
20 O 21.5525 21.7027 5.5455
21 H 22.2794 22.0892 6.0339
22 H 20.7853 22.2053 5.8193
23 O 21.9776 19.0338 1.8788
24 H 22.0983 18.1066 1.6739
25 H 22.3118 19.4951 1.1096
26 C 18.4806 20.4439 3.3295
27 O 19.5489 20.3386 3.7837
28 N 18.0821 21.4096 2.5901
29 N 17.5149 19.5966 3.4436
30 H 17.1591 21.4677 2.1840
31 H 18.4255 22.3049 2.9073
32 H 16.7311 19.7850 2.8351
33 H 17.6641 18.7920 4.0356
34 C 22.1832 22.8888 2.0166
35 O 22.0863 22.0370 2.7907
36 N 21.2734 23.8132 1.9667
37 N 23.0088 22.9830 0.9802
38 H 21.5456 24.5996 1.3945
39 H 20.5422 23.9167 2.6557
40 H 22.9806 22.0480 0.5992
41 H 22.8983 23.7036 0.2812

Results
Highest occupied orbital energy (alpha / beta), eV: -16.455 / -16.449
Multiplicity: 3
Total charge: +2
HOMO-LUMO gap (alpha / beta), eV: 10.8594 / 4.4247
<S²>: 2.015
Strongest force on any atom, eV/A: 8.7

---

8.
Formula: C37H36F5IrN6O
Source: OMol25
Level of theory: ωB97M-V/def2-TZVPD

Cartesian coordinates (Å):
1 Ir 0.8063 -0.9634 0.0302
2 C -1.7844 2.1270 4.6510
3 C -0.4523 1.9326 4.3227
4 C -0.0713 0.9364 3.4353
5 C -1.0056 0.0939 2.8213
6 C -2.3513 0.3025 3.1773
7 C -2.7287 1.2935 4.0646
8 N -0.6377 -0.8671 1.8705
9 C -1.3620 -2.0445 1.8652
10 C -1.9606 -2.6455 2.9862
11 C -2.7120 -3.8029 2.8616
12 C -2.9015 -4.4086 1.6226
13 C -2.2913 -3.8607 0.5039
14 C -1.5045 -2.7253 0.6347
15 N -0.8035 -2.1309 -0.4207
16 N -1.4811 -1.9595 -1.5557
17 C -1.0444 -0.8850 -2.2348
18 C -1.5869 -0.5742 -3.5039
19 C -1.1596 0.5461 -4.1545
20 C -0.1917 1.3747 -3.5602
21 C 0.2980 1.0228 -2.3281
22 N -0.1153 -0.0700 -1.6689
23 H -2.0823 2.9095 5.3369
24 H 0.3149 2.5655 4.7550
25 H 0.9696 0.8394 3.1883
26 H -3.1141 -0.3219 2.7342
27 H -3.7817 1.4248 4.2869
28 H -1.8517 -2.1783 3.9564
29 H -3.1617 -4.2363 3.7474
30 H -3.5052 -5.3027 1.5333
31 H -2.4023 -4.2990 -0.4799
32 H -2.3315 -1.2407 -3.9152
33 H -1.5678 0.7964 -5.1265
34 H 0.1726 2.2652 -4.0517
35 H 1.0589 1.6030 -1.8274
36 C -3.8085 0.8483 -1.1640
37 C -3.1775 1.1090 0.2034
38 C -2.9515 2.5847 0.4144
39 C -4.0528 3.4142 0.5998
40 C -3.9174 4.7899 0.6615
41 C -2.6607 5.3502 0.4937
42 C -1.5300 4.5583 0.3278
43 C -0.2203 5.2309 -0.0231
44 C 0.1379 5.0050 -1.4932
45 C -1.6735 3.1578 0.3467
46 N -0.5544 2.3104 0.2044
47 C 0.4104 2.4886 1.0129
48 C 1.7170 1.8553 0.9856
49 C 2.8378 2.5260 1.4647
50 C 3.9511 1.7229 1.1748
51 C 3.4509 0.5882 0.5626
52 N 2.0987 0.6457 0.4419
53 H -3.9248 -0.2227 -1.3380
54 H -3.1789 1.2525 -1.9582
55 H -4.7890 1.3253 -1.2415
56 H -2.2375 0.5660 0.2928
57 H -3.8414 0.7311 0.9836
58 H -5.0353 2.9617 0.6860
59 H -4.7840 5.4223 0.8111
60 H -2.5471 6.4291 0.4828
61 H 0.6058 4.8856 0.5970
62 H -0.3234 6.3009 0.1733
63 H 0.2507 3.9384 -1.6953
64 H 1.0720 5.5057 -1.7548
65 H -0.6526 5.3836 -2.1443
66 H 0.3262 3.2382 1.8095
67 H 2.8244 3.5022 1.9273
68 H 4.9886 1.9337 1.3804
69 H 3.9876 -0.2831 0.2343
70 F 2.8418 -0.5116 -1.9905
71 C 2.1887 -1.5506 -1.3576
72 F 3.2254 -2.2771 -0.7415
73 C 1.8367 -2.4625 -2.5760
74 F 2.9549 -2.9839 -3.1246
75 F 1.2280 -1.7693 -3.5437
76 F 1.0484 -3.4989 -2.2615
77 C 1.3999 -4.2311 0.7242
78 O 1.6255 -3.2535 1.7547
79 C 1.5993 -1.9640 1.5446
80 C 2.2602 -1.3483 2.7433
81 H 2.2373 -4.2031 0.0359
82 H 0.4671 -4.0582 0.2061
83 H 1.3726 -5.1825 1.2486
84 H 3.2425 -1.8165 2.8467
85 H 1.6754 -1.5961 3.6321
86 H 2.3847 -0.2795 2.6557

Results
Highest occupied orbital energy (alpha / beta), eV: -3.627 / -4.157
Multiplicity: 2
Total charge: -1
HOMO-LUMO gap (alpha / beta), eV: 6.3032 / 6.4929
<S²>: 0.766
Energy relative to the best compared isomer or geometry (same formula, charge and spin), kJ/mol: 0.00
Strongest force on any atom, eV/A: 0.4